Entry 1:
C19H27ClN2W as an isolated structure at a distorted geometry, computed with the ωB97M-V functional and the def2-TZVPD basis.

```
50
Properties=species:S:1:pos:R:3:lowdin_spin:R:1
C 2.057 1.365 -3.962 0.011
C 1.787 0.306 -4.991 0.001
C 1.341 2.656 -4.269 0.004
C 3.501 1.497 -3.585 0.001
Cl 0.999 0.304 -1.771 0.111
H 1.730 3.122 -5.217 0.001
H 1.470 3.426 -3.500 0.000
H 0.266 2.495 -4.448 0.000
H 2.266 0.535 -5.952 0.000
H 0.708 0.218 -5.213 0.000
H 2.178 -0.671 -4.678 0.000
H 4.146 1.799 -4.434 0.000
H 3.894 0.536 -3.235 0.000
H 3.656 2.261 -2.810 0.000
C -2.922 -0.369 0.610 0.107
C -2.500 0.974 0.422 -0.017
C -1.802 1.028 -0.849 0.001
H -2.886 1.849 0.940 -0.001
C -1.784 -0.294 -1.409 0.035
C -2.456 -1.160 -0.476 0.029
H -2.726 -2.183 -0.707 0.001
H -3.526 -0.707 1.441 0.004
H -1.466 1.927 -1.346 0.003
H -1.387 -0.588 -2.378 0.002
C 1.561 0.809 1.913 0.084
C 0.260 1.340 2.321 0.021
C -0.156 2.269 1.345 -0.007
H -0.231 1.249 3.285 0.000
C 0.826 2.295 0.292 0.039
C 1.895 1.406 0.638 0.027
H 2.788 1.126 0.089 0.003
H 2.264 0.221 2.491 0.009
H -0.933 3.003 1.518 0.000
H 0.775 2.969 -0.563 0.003
W 0.075 0.200 0.347 1.443
C -2.687 -4.197 2.625 0.004
C -1.746 -3.092 2.822 0.020
C -1.167 -2.440 3.914 0.002
C -0.317 -1.447 3.421 0.016
N -0.478 -1.359 2.029 0.031
N -1.270 -2.464 1.744 0.004
C 0.708 -0.877 4.336 0.002
H -2.216 -5.153 2.424 0.001
H -3.415 -4.378 3.462 0.000
H -3.284 -3.983 1.722 0.001
H -1.195 -2.672 4.972 0.000
H -1.494 -2.812 0.817 0.002
H 0.518 -1.396 5.305 0.000
H 1.741 -1.144 4.010 0.001
H 0.634 0.202 4.541 0.001
```

Results
E_HOMO (alpha / beta) in eV: -13.319 / -14.398
Electronic energy in eV: -37449.9401
ΔE to the lowest compared entry with this formula, charge and spin in kJ/mol: 220.3
Spin multiplicity: 3
Lowest unoccupied orbital energy (alpha / beta) in eV: -8.23 / -8.17
Expectation value of S²: 2.03
Total charge: +2
HOMO-LUMO gap (alpha / beta) in eV: 5.093 / 6.227

=====

Entry 2:
A 2-piece molecular cluster, C4H10O2 overall at a distorted geometry, computed with the ωB97M-V functional and the def2-TZVPD basis.

```
16
Properties=species:S:1:pos:R:3:lowdin_spin:R:1
C -1.986 -0.743 0.237 0.274
C -0.953 0.204 0.486 0.070
C -0.665 0.947 -0.733 0.094
C 0.210 -0.336 1.182 0.043
O -3.252 -0.570 0.313 0.231
H -1.624 -1.798 0.102 0.033
H -1.461 0.980 1.151 0.015
H 0.187 1.540 -0.520 0.029
H -1.539 1.454 -1.207 0.008
H -0.231 0.321 -1.456 0.018
H 1.111 0.427 1.065 0.012
H 0.586 -1.169 0.568 0.013
H 0.115 -0.507 2.239 0.005
H 3.333 0.498 -1.309 0.044
H 3.397 -0.842 -0.746 0.028
O 2.773 -0.407 -1.372 0.084
```

Results
E_HOMO (alpha / beta) in eV: 0.982 / -3.956
Electronic energy in eV: -8402.4571
ΔE to the lowest compared entry with this formula, charge and spin in kJ/mol: 176.3
Spin multiplicity: 2
Lowest unoccupied orbital energy (alpha / beta) in eV: 3.48 / 3.58
Expectation value of S²: 0.75
Total charge: -1
HOMO-LUMO gap (alpha / beta) in eV: 2.500 / 7.541